# 1
Density functional theory data (ωB97M-V with the def2-TZVPD basis set) for a molecular structure, C29H41F5P2PrS.

Values from the calculation:
Total charge ... +1
E_LUMO (alpha / beta) ... -3.78 / -3.58 eV
Gap between HOMO and LUMO (alpha / beta) ... 0.2396 / 0.2469 hartree
2S+1 ... 3
Molar mass ... 719.6 Da

Each line ends with the Löwdin charge.
Geometry (Å):
Pr1 2.06073 0.46123 -1.26917  0.910
C1 -0.26752 -0.27418 0.46671  -0.265
C2 -0.04618 -1.43155 -0.35376  -0.277
C3 1.74467 -1.23331 1.09294  -0.299
C4 0.81390 -0.19845 1.38568  -0.278
C5 1.25329 -1.95126 -0.03112  -0.335
C6 -1.52392 0.49913 0.66468  -0.025
H1 -2.24684 0.36926 -0.14896  0.052
H2 -1.32395 1.57625 0.74022  0.090
H3 -2.02834 0.20008 1.60030  0.108
C7 0.78163 0.55421 2.65277  -0.013
H4 0.21586 1.48368 2.54945  0.086
H5 1.78899 0.81697 2.98407  0.067
H6 0.30954 -0.03541 3.45666  0.115
C8 2.85267 -1.63898 1.99167  -0.029
H7 2.48220 -2.00619 2.96288  0.107
H8 3.51480 -0.79675 2.20565  0.040
H9 3.46916 -2.43086 1.55398  0.088
C9 1.83898 -3.21853 -0.55139  -0.043
H10 1.72763 -4.06604 0.15008  0.104
H11 2.91706 -3.09120 -0.73410  0.082
H12 1.36737 -3.50926 -1.50242  0.081
C10 -1.09604 -2.24422 -1.04272  -0.032
H13 -1.03618 -3.30871 -0.72854  0.101
H14 -1.01237 -2.23742 -2.14025  0.074
H15 -2.11426 -1.90534 -0.77557  0.090
C11 -2.90208 2.54892 -1.97398  -0.113
C12 -4.10851 1.98200 -1.86502  -0.113
C13 -4.54807 0.69966 -2.47942  -0.190
C14 -4.44969 0.61155 -4.02091  -0.171
C15 -3.28502 -0.15136 -4.55647  -0.105
C16 -2.06335 -0.22754 -4.01390  -0.144
C17 -1.56944 0.44992 -2.75157  -0.241
C18 -1.68730 1.98925 -2.66335  -0.218
H16 -5.60830 0.60840 -2.20430  0.113
H17 -4.49366 1.61721 -4.47817  0.130
H18 -4.03894 -0.15517 -2.01355  0.109
H19 -1.59851 2.40206 -3.68196  0.067
H20 -2.76887 3.55514 -1.54766  0.110
H21 -4.89855 2.53393 -1.34135  0.110
H22 -0.81395 2.40630 -2.11172  0.098
H23 -2.04458 0.00419 -1.87726  0.054
H24 -1.32424 -0.91744 -4.45180  0.089
H25 -0.50258 0.16175 -2.65547  0.044
H26 -5.34790 0.07512 -4.36739  0.114
H27 -3.46400 -0.70202 -5.48902  0.113
P1 0.52046 1.74286 -4.97409  0.895
C19 0.63618 3.23430 -6.07064  -0.265
C20 -0.11090 0.65124 -6.36068  -0.254
P2 2.68496 -0.10579 -3.83977  0.718
C21 2.30975 1.34914 -4.95774  -0.558
C22 2.21123 -1.50816 -4.93963  -0.244
C23 4.49496 -0.09922 -4.10999  -0.242
H28 1.60039 3.73003 -5.90130  0.041
H29 -0.18352 3.92430 -5.83170  0.041
H30 0.55524 2.95774 -7.13227  0.038
H31 0.10696 1.08488 -7.34493  0.040
H32 -1.20162 0.57725 -6.25914  0.025
H33 0.30863 -0.35710 -6.31377  0.014
H34 4.73201 0.30547 -5.10392  0.065
H35 4.88954 -1.11817 -4.01132  0.062
H36 4.92190 0.54166 -3.32796  0.042
H37 2.83177 2.21875 -4.51944  0.061
H38 2.69277 1.18747 -5.98287  0.078
H39 2.70497 -2.42677 -4.57025  0.060
H40 2.55104 -1.29649 -5.97077  0.070
H41 1.12309 -1.67227 -4.91609  0.031
F1 1.86050 4.59055 4.06215  0.130
C24 2.44123 3.75320 3.17241  -0.104
C25 2.05756 3.76402 1.83452  -0.134
F2 1.09697 4.61633 1.39993  0.119
C26 2.60773 2.86544 0.95732  -0.158
F3 2.02817 2.77538 -0.34986  -0.084
C27 3.62103 1.94809 1.31713  -0.511
S1 4.34390 0.87982 0.13986  0.685
C28 3.96098 1.92992 2.69383  -0.212
F4 4.79632 0.96005 3.15956  0.084
C29 3.37995 2.80401 3.60029  -0.126
F5 3.60839 2.64604 4.91732  0.136

---

# 2
Density functional theory data (ωB97M-V with the def2-TZVPD basis set) for 2 unconnected molecules or ions with the total composition C19H18O2S2.

Values from the calculation:
E_LUMO ... -1.83 eV
Gap between HOMO and LUMO ... 0.1700 hartree
Molar mass ... 342.5 Da

Each line ends with the Löwdin charge.
Geometry (Å):
C1 3.51989 -1.65293 2.53685  -0.043
C2 2.73282 -0.36034 2.68076  -0.505
C3 1.31604 -0.52849 2.70246  -0.025
C4 0.31045 0.47632 2.54858  -0.394
C5 -1.13205 -0.01161 2.50593  -0.135
C6 -1.50303 -1.36873 2.46708  -0.040
C7 -2.84802 -1.75751 2.46997  -0.093
C8 -3.85798 -0.78858 2.48396  -0.105
C9 -3.50673 0.57040 2.48213  -0.095
C10 -2.16175 0.94840 2.48626  -0.037
O1 0.54032 1.69557 2.44933  -0.064
O2 3.33571 0.71181 2.78642  -0.081
H1 2.86008 -2.52216 2.48993  0.063
H2 4.12415 -1.61158 1.62307  0.078
H3 4.19485 -1.75533 3.39323  0.073
H4 1.00258 -1.55775 2.81506  0.055
H5 -0.73865 -2.14165 2.42923  0.095
H6 -3.09529 -2.82174 2.45338  0.098
H7 -4.90597 -1.08904 2.48157  0.094
H8 -4.27885 1.34103 2.47403  0.095
H9 -1.89533 2.00558 2.47688  0.104
C11 4.46858 1.70359 7.81156  -0.052
C12 3.26081 2.41199 7.73160  -0.060
C13 2.82426 2.91858 6.51306  -0.035
C14 3.60828 2.75436 5.35346  -0.295
C15 3.14837 3.30430 4.09522  -0.712
S1 4.17993 3.44747 2.72990  1.057
C16 3.23602 4.69210 1.80340  -0.447
C17 1.77730 4.66981 2.23780  -0.442
S2 1.64364 4.11296 3.96739  1.055
C18 4.84836 2.09235 5.44864  -0.025
C19 5.27162 1.57424 6.66824  -0.054
H10 4.80103 1.29147 8.76640  0.111
H11 2.66592 2.58705 8.62884  0.111
H12 1.87719 3.45818 6.45040  0.092
H13 3.72538 5.65003 2.01985  0.082
H14 3.33256 4.45423 0.73788  0.092
H15 1.32401 5.66874 2.20698  0.086
H16 1.18457 3.96900 1.63315  0.080
H17 5.46067 1.97000 4.55434  0.104
H18 6.24323 1.08306 6.73979  0.112

---

# 3
Density functional theory data (ωB97M-V with the def2-TZVPD basis set) for a molecular structure, C20H21N3O3STc.

Values from the calculation:
Total charge ... +2
E_LUMO (alpha / beta) ... -7.82 / -11.52 eV
Gap between HOMO and LUMO (alpha / beta) ... 0.2459 / 0.1061 hartree
2S+1 ... 4
Molar mass ... 481.5 Da

Each line ends with the Löwdin charge.
Geometry (Å):
C1 -2.80933 -0.67170 0.47771  -0.184
C2 -3.03602 0.56152 -0.55032  -0.229
H1 -2.93488 -1.62122 -0.06285  0.087
H2 -3.71827 -0.59565 1.10259  0.114
H3 -2.08934 -0.83909 1.32918  0.055
H4 -2.49555 0.83603 -1.50843  0.103
H5 -3.88257 0.10444 -1.10126  0.114
H6 -3.52416 1.43674 -0.09559  0.090
C3 0.05110 -2.59835 0.12337  -0.037
C4 0.80358 -3.75264 -0.06965  0.057
C5 1.88498 -3.71021 -0.94540  0.032
C6 2.20070 -2.51038 -1.58118  0.089
H7 -0.81153 -2.55429 0.79030  0.122
H8 0.50966 -4.64678 0.47338  0.144
H9 2.48329 -4.60041 -1.12351  0.141
H10 3.03426 -2.40826 -2.26421  0.128
N1 0.35384 -1.45161 -0.49759  0.044
C7 1.42958 -1.36308 -1.30658  -0.169
C8 1.78967 -0.00397 -1.73538  -0.151
N2 1.01407 1.00426 -1.24925  0.033
C9 1.38456 2.27868 -1.45392  -0.015
C10 3.33354 1.60319 -2.68501  0.036
C11 2.54758 2.61869 -2.14738  0.071
H11 0.72458 3.03219 -1.02776  0.108
H12 2.79660 3.66904 -2.24642  0.145
C12 2.93979 0.28792 -2.48980  0.087
H13 3.50254 -0.55721 -2.87934  0.133
H14 4.24019 1.83283 -3.24012  0.144
Tc1 -0.86014 0.57887 -0.01450  1.301
C13 -1.22317 2.57060 0.36234  -0.283
H15 -1.45776 3.06893 -0.60215  0.030
H16 -0.39900 3.15346 0.80583  0.020
H17 -2.10944 2.73369 1.00093  0.025
O1 2.39800 -0.06839 1.13244  0.045
C14 1.58280 0.15547 2.03500  -0.453
N3 0.26409 0.58300 1.80029  -0.194
S1 -0.54038 1.15286 3.21245  0.677
O2 -0.55210 2.58934 3.28627  -0.259
O3 -1.76352 0.40538 3.37819  -0.293
C15 0.74484 0.52995 4.23566  -0.230
C16 0.76308 0.57198 5.62525  -0.007
C17 1.90436 0.09753 6.28512  -0.019
C18 2.98821 -0.40414 5.54121  -0.030
C19 2.95021 -0.43435 4.14433  0.018
C20 1.80487 0.04588 3.49159  -0.147
H18 -0.10299 0.97051 6.14677  0.133
H19 1.94058 0.12486 7.37560  0.125
H20 3.86800 -0.76470 6.07600  0.121
H21 3.77828 -0.82003 3.54620  0.128